1.
A molecular structure, C2H3BrClF at a distorted geometry, computed with wB97M-V/def2-TZVPD.

Positions of all 8 atoms, in Å:
1 Cl -2.2393 1.5839 -0.1194
2 C -1.6016 0.0698 -0.3282
3 F 1.1612 -0.0486 1.3536
4 H 2.2205 -0.5332 -0.5031
5 Br -2.7019 -1.3299 0.3829
6 H 0.6535 -0.7200 -0.2724
7 H 1.0706 0.9686 -0.4899
8 C 1.4371 0.0095 -0.0235

Summary:
**HOMO-LUMO gap**: 8.15 eV
**Energy relative to the best compared isomer or geometry (same formula, charge and spin)**: 4.165 eV
**Molecular weight**: 161.40 u

---

2.
A molecular structure, C29H23FN3PRuS7 at a distorted geometry, computed with wB97M-V/def2-TZVPD.

Positions of all 65 atoms, in Å:
1 C -1.9449 2.7261 0.6781
2 H -2.7778 0.9543 -0.1761
3 C 2.0492 3.1258 3.5262
4 H -0.6290 0.6108 2.3302
5 S 2.0700 0.4316 -3.8014
6 C -1.2058 0.2674 -4.4008
7 S -0.1982 0.5772 -0.6227
8 C -2.0179 -3.5533 -0.1857
9 C 4.0228 1.3086 0.7641
10 H 2.8251 0.4786 2.3207
11 C 3.1419 -0.8030 -0.8391
12 S 2.6716 -2.4836 -4.8074
13 C -4.2881 2.1786 0.7668
14 S 0.4556 3.9712 -0.8782
15 C -0.6719 -3.1758 -0.2679
16 H 2.4376 -2.8169 -1.1394
17 H 1.2918 -3.4307 0.5881
18 C -2.9895 1.8655 0.3691
19 C -2.4843 -4.4798 0.7395
20 C 2.7118 -0.6588 0.4889
21 C -3.1077 -1.0385 -3.6637
22 C -1.9680 -1.2364 -2.9649
23 C 1.5262 3.2217 2.2390
24 H -5.1019 1.5047 0.5223
25 S 2.9164 -0.7920 -5.1813
26 H -3.5290 -4.7643 0.7795
27 H -3.6325 -2.8560 -1.4001
28 H 5.1691 1.9546 -0.9181
29 H -3.6873 5.1087 2.3558
30 P -0.1990 2.4421 0.1543
31 C 2.6855 -1.9106 -1.6865
32 C 4.4825 1.2120 -0.5303
33 C -3.4938 4.2004 1.7973
34 H -4.0711 -1.5133 -3.5498
35 H 1.8525 3.9970 1.5550
36 H -1.3745 4.5505 1.6435
37 C 3.1542 0.3806 1.2930
38 H 0.3164 0.4236 4.6192
39 S -2.8412 0.1146 -4.8997
40 C 0.6503 1.2127 3.9558
41 H 3.3596 -2.1109 -2.5127
42 H -5.5577 3.5984 1.7524
43 C -0.2037 -4.6424 1.5423
44 C 0.2514 -3.7198 0.6220
45 H 2.0078 -1.3736 0.8994
46 C 0.5641 2.3176 1.8176
47 C -1.5528 -5.0259 1.5992
48 Ru 0.9011 -0.9525 -2.3497
49 H 2.8028 3.8300 3.8582
50 C -2.2002 3.8908 1.4039
51 F 4.4735 2.3150 1.5574
52 C 1.6119 2.1266 4.3811
53 H 4.4526 0.0421 -2.3129
54 C 4.0606 0.1480 -1.3101
55 N -0.5158 -2.2819 -1.3093
56 C -1.7082 -2.1106 -1.8293
57 C 0.1239 1.3096 2.6771
58 H 2.0119 2.0546 5.3862
59 S 0.8806 -2.8249 -3.9985
60 N -0.9030 -0.4886 -3.4066
61 N -2.6520 -2.8507 -1.1878
62 H 0.5002 -5.0853 2.2354
63 C -4.5416 3.3462 1.4699
64 H -1.8682 -5.7658 2.3242
65 H -0.5156 0.9482 -4.8826

Summary:
**HOMO-LUMO gap (spin up / spin down)**: 4.99 / 4.94 eV
**Energy relative to the best compared isomer or geometry (same formula, charge and spin)**: 2.593 eV
**2S+1**: 2
**Total charge**: -1
**<S²>**: 0.7655
**Molecular weight**: 789.04 u

---

Q: Which formula does entry 1 have?
A: C2H3BrClF

---

Q: The highest molecular weight belongs to which entry?
A: C29H23FN3PRuS7

---

Q: Which value of molecular weight does entry 1 give?
A: 161.40 u

---

Q: The lowest molecular weight belongs to which entry?
A: C2H3BrClF